(1)
Formula: C30H47ClIrP2
Source: the Open Molecules 2025 dataset
Level of theory: ωB97M-V/def2-TZVPD

Structure (XYZ):
```
81
Properties=species:S:1:pos:R:3:forces:R:3:lowdin_charge:R:1
Ir 2.0679 -0.2456 -1.2924 -0.351 1.436 3.006 1.056
C -0.7129 -0.7515 0.2555 0.200 0.745 0.583 -0.168
C -0.3592 -1.7167 -0.6873 0.331 -0.974 -0.783 -0.196
C 1.5737 -1.1522 0.5373 -0.144 -0.839 0.204 -0.375
C 0.4323 -0.3368 0.9640 -0.353 -0.196 0.228 -0.200
C 1.0964 -1.9682 -0.6099 -1.192 -0.635 1.769 -0.406
C -2.0905 -0.3152 0.5972 -0.236 -0.250 -0.263 0.015
H -2.8461 -0.9393 0.1052 0.174 0.143 0.142 0.091
H -2.2684 0.7171 0.2859 0.134 -0.010 0.051 0.067
H -2.2564 -0.3642 1.6746 0.038 0.017 0.009 0.106
C 0.4096 0.5916 2.1086 0.246 0.318 0.326 -0.012
H 0.0645 1.5819 1.7745 -0.058 -0.174 0.220 0.081
H 1.4107 0.7219 2.5361 -0.223 -0.028 -0.036 0.082
H -0.2664 0.2366 2.9037 0.148 0.169 -0.198 0.110
C 2.6486 -1.5973 1.4845 -0.031 -0.016 0.049 -0.009
H 2.2287 -1.7000 2.4987 0.215 0.025 -0.269 0.114
H 3.4621 -0.8627 1.5194 -0.119 -0.315 0.172 0.059
H 3.0397 -2.5738 1.1704 0.062 0.348 0.191 0.085
C 1.7173 -3.2990 -0.8877 -0.087 0.078 -0.382 -0.040
H 1.6847 -3.9265 0.0123 -0.039 0.045 -0.125 0.113
H 2.7645 -3.1666 -1.1670 0.036 -0.236 0.029 0.084
H 1.1924 -3.8199 -1.6880 0.111 -0.057 -0.007 0.079
C -1.3383 -2.5488 -1.4260 -0.369 -0.172 -0.514 -0.028
H -1.8176 -3.2950 -0.7633 0.202 0.221 -0.212 0.117
H -0.8932 -3.1019 -2.2679 -0.106 0.171 0.325 0.076
H -2.1532 -1.9270 -1.8291 0.168 -0.222 0.073 0.079
C -2.5410 2.9819 -1.3114 -0.552 -0.341 0.763 -0.086
C -3.5895 2.1371 -1.2421 0.548 0.540 -0.172 -0.118
C -4.2471 1.3688 -2.3564 -0.096 0.064 -0.187 -0.156
C -3.8660 1.7984 -3.8083 -1.252 0.254 0.112 -0.175
C -2.6565 1.1926 -4.3739 -0.055 -0.637 -1.483 -0.059
C -1.3640 1.2045 -3.8009 4.182 -1.476 1.880 -0.303
C -0.7402 2.3170 -2.9519 0.294 0.450 0.843 -0.254
C -1.6703 3.4056 -2.4794 -0.312 0.547 0.488 -0.188
H -5.3380 1.4800 -2.2281 0.369 0.023 -0.212 0.126
H -3.8061 2.8891 -3.8512 -0.339 -0.085 0.008 0.115
H -4.0674 0.2841 -2.2383 0.006 0.304 0.034 0.114
H -2.2150 3.8394 -3.3276 0.040 -0.165 0.269 0.117
H -2.1983 3.4053 -0.3476 -0.356 -0.165 -0.564 0.108
H -4.0818 2.0039 -0.2655 0.403 0.047 -0.405 0.117
H -1.0446 4.2223 -2.1091 -0.041 -0.028 -0.066 0.106
H -0.2231 1.8759 -2.0765 -0.336 -0.034 -0.219 0.100
H -1.1341 0.2280 -3.3070 -0.718 0.284 0.258 0.107
H 0.0780 2.8307 -3.4852 -0.377 0.023 0.016 0.074
H -4.6919 1.4681 -4.4698 0.363 0.422 0.393 0.131
H -2.8514 0.4629 -5.1608 0.184 0.030 0.246 0.107
P 0.3703 0.9895 -4.8948 -3.203 1.394 -2.705 0.970
C 0.2412 2.5561 -5.8846 0.397 -0.219 -0.015 -0.165
C -0.1810 -0.2371 -6.1171 0.679 -0.294 -0.120 -0.180
P 2.5424 -0.5304 -3.2870 0.641 -1.762 -4.728 0.571
C 2.1303 0.8157 -4.5116 0.416 0.109 0.898 -0.418
C 1.7469 -1.9648 -4.1323 0.116 0.044 -0.193 -0.242
C 4.3236 -0.8250 -3.6326 -0.298 0.399 0.017 -0.203
H 1.0278 3.2691 -5.5960 -0.292 -0.190 -0.154 0.067
H -0.7478 3.0400 -5.7820 0.449 -0.408 0.070 0.077
H 0.3846 2.2647 -6.9347 0.026 0.302 0.252 0.062
H 0.3297 0.0154 -7.0532 -0.172 -0.362 0.014 0.071
H -1.2677 -0.1759 -6.2596 0.417 0.192 0.063 0.059
H 0.0768 -1.2531 -5.8118 -0.289 0.233 -0.266 0.029
H 4.5760 -0.3984 -4.6151 0.123 -0.299 0.314 0.062
H 4.5055 -1.9059 -3.6192 0.102 0.301 0.007 0.059
H 4.9099 -0.3266 -2.8509 0.060 -0.183 -0.284 0.043
H 2.5342 1.7632 -4.1067 -0.412 -0.254 -0.176 0.074
H 2.6537 0.6360 -5.4665 -0.363 -0.036 0.114 0.092
H 2.3537 -2.8556 -3.9627 -0.127 -0.006 0.123 0.057
H 1.7015 -1.7996 -5.2113 0.265 -0.234 0.151 0.034
H 0.7283 -2.1414 -3.7565 0.324 0.096 -0.051 0.039
Cl 1.1018 3.8755 0.2700 -0.110 0.092 -0.099 0.745
C 2.4310 3.0661 1.0208 0.332 -0.243 0.661 -0.613
C 2.7455 3.3875 2.3476 -0.088 -0.232 -0.313 -0.080
C 3.7124 2.6435 3.0361 -0.218 0.110 -0.186 -0.039
C 4.4188 1.6534 2.3517 0.542 -0.211 0.048 -0.065
C 4.1878 1.4367 1.0015 0.179 -0.343 0.208 -0.077
C 3.1460 2.0731 0.3130 -0.520 -0.028 -0.930 -0.306
C 2.8597 1.6683 -1.1095 0.993 2.285 1.145 -0.266
H 2.2129 4.1931 2.8504 0.052 -0.222 -0.157 0.119
H 3.9043 2.8402 4.0966 -0.056 -0.045 -0.502 0.127
H 5.1830 1.0548 2.8678 -0.349 0.419 -0.250 0.127
H 4.7952 0.7160 0.4441 -0.162 0.172 0.267 0.123
H 3.8145 1.6173 -1.6524 -0.032 -0.257 0.082 0.066
H 2.2114 2.3786 -1.6242 -0.134 0.030 0.107 0.019
```
Forces are in eV/Å.

The calculation puts the maximum force at 5.1 eV Å⁻¹. Its multiplicity is 6. The value obtained for the orbital gap (spin up / spin down) is 5.7049 / 5.5336 eV. For the energy above the lowest of the compared OMol25 structures with the same formula, charge and spin, the calculation gives 15.53 kcal/mol. The value obtained for the total energy is -65789.925 eV. The charge is +2.


(2)
Formula: C47H43Br2N5O7PtSTe
Source: the Open Molecules 2025 dataset
Level of theory: ωB97M-V/def2-TZVPD

Structure (XYZ):
```
107
Properties=species:S:1:pos:R:3:forces:R:3:lowdin_charge:R:1
Pt 0.9543 -1.2554 0.9938 -0.232 0.491 0.310 1.227
C -4.7411 3.0628 0.4081 0.127 -0.035 -0.017 -0.047
C -3.6896 2.0245 0.7047 -0.123 0.020 -0.078 -0.260
C -3.5625 1.4290 1.9536 0.004 -0.033 -0.080 0.032
C -2.6327 0.4355 2.2193 0.124 -0.241 -0.206 -0.049
C -2.4217 0.1543 3.6710 0.102 0.169 -0.032 -0.294
O -2.7265 1.0244 4.4664 -0.033 -0.048 0.033 0.097
C -1.8164 -1.0882 4.2300 -0.028 -0.200 0.155 -0.154
C -2.3542 -2.3441 3.9770 -0.050 0.113 -0.047 -0.029
C -1.9500 -3.4324 4.7366 0.110 -0.015 -0.112 -0.083
C -0.9661 -3.2880 5.7043 -0.053 -0.052 -0.023 -0.093
C -0.4032 -2.0420 5.9357 0.043 -0.008 0.025 -0.078
C -0.8487 -0.9440 5.2209 0.086 0.125 -0.079 -0.018
C -1.8024 -0.0732 1.1645 -0.320 0.330 -0.069 -0.303
O -1.1996 -1.2060 1.2388 0.276 -0.067 0.253 -0.159
C -1.7123 0.7666 -0.0033 -0.049 -0.112 0.260 -0.083
C -2.7171 1.7242 -0.2253 0.083 0.012 0.062 0.007
C -0.5257 0.8282 -0.8404 0.331 -0.113 -0.219 -0.187
N 0.5395 0.0967 -0.7234 0.082 0.211 0.578 -0.015
C 1.7390 0.4493 -1.5100 0.098 0.173 -0.117 -0.306
C 2.9812 -0.2717 -1.0173 0.064 0.236 -0.175 -0.534
Te 4.7514 0.3034 -2.1188 -0.330 0.228 0.093 1.263
C 4.4217 2.3984 -1.9125 0.086 -0.363 -0.044 -0.564
C 4.7226 3.0414 -0.7172 0.006 -0.050 0.088 -0.136
C 4.5447 4.4132 -0.6051 0.000 0.019 0.041 -0.078
C 4.0864 5.1470 -1.6895 -0.033 0.004 -0.014 -0.084
C 3.7756 4.5035 -2.8789 -0.031 0.051 -0.005 -0.092
C 3.9359 3.1301 -2.9905 0.023 -0.044 -0.047 -0.155
C -0.5099 1.9379 -1.8504 0.124 0.032 -0.082 -0.216
C -0.1425 3.2160 -1.4404 -0.039 0.003 0.026 -0.024
C -0.1107 4.2524 -2.3586 0.065 0.028 -0.005 -0.065
C -0.4376 4.0189 -3.6879 -0.018 0.053 0.002 -0.082
C -0.8056 2.7464 -4.0955 -0.008 -0.021 -0.064 -0.063
C -0.8421 1.7044 -3.1782 0.020 -0.131 0.053 -0.027
H -5.4449 3.1556 1.2336 -0.023 0.008 -0.016 0.076
H -5.2987 2.8111 -0.4959 -0.066 0.009 0.024 0.070
H -4.2786 4.0384 0.2429 -0.064 0.027 0.019 0.081
H -4.1870 1.7568 2.7761 0.020 0.010 0.004 0.127
H -3.1311 -2.4487 3.2278 0.060 -0.049 -0.020 0.120
H -2.4004 -4.3985 4.5778 -0.093 -0.155 -0.072 0.099
H -0.6579 -4.1449 6.2903 0.020 0.006 -0.012 0.100
H 0.3570 -1.9228 6.6975 0.001 0.021 -0.019 0.102
H -0.4588 0.0438 5.4303 -0.013 0.002 -0.011 0.122
H -2.7054 2.2889 -1.1487 0.021 0.018 -0.022 0.122
H 1.9137 1.5233 -1.4490 -0.019 0.052 0.009 0.104
H 1.5764 0.2185 -2.5686 0.017 0.186 0.088 0.103
H 2.8962 -1.3529 -1.1318 0.153 -0.031 0.095 0.022
H 3.1740 -0.0367 0.0239 0.055 0.004 -0.011 0.011
H 5.1012 2.4737 0.1248 0.001 0.014 0.013 0.089
H 4.7761 4.9107 0.3283 0.006 -0.013 0.003 0.106
H 3.9761 6.2212 -1.6084 -0.033 -0.017 0.009 0.104
H 3.4062 5.0687 -3.7250 0.002 0.016 -0.002 0.103
H 3.6924 2.6281 -3.9185 -0.007 0.013 0.007 0.090
H 0.1048 3.3964 -0.4005 0.029 -0.027 0.020 0.107
H 0.1727 5.2448 -2.0336 0.012 0.011 -0.002 0.108
H -0.4112 4.8317 -4.4027 0.000 -0.013 0.001 0.103
H -1.0661 2.5615 -5.1300 -0.009 -0.019 0.015 0.108
H -1.1426 0.7107 -3.4951 -0.043 0.053 -0.056 0.095
C 3.3458 -3.7640 1.7456 -0.019 0.026 -0.012 -0.029
C 3.8325 -2.4184 2.1891 -0.128 0.051 -0.109 -0.309
C 5.1501 -2.2147 2.6416 0.144 0.079 0.057 -0.002
C 5.5717 -0.9606 2.9819 -0.025 -0.133 -0.027 -0.009
C 4.6780 0.1291 2.9176 -0.211 -0.086 -0.081 -0.191
C 5.0092 1.4691 3.2029 0.167 0.268 0.072 -0.636
Br 6.7891 1.9418 3.6805 -0.079 -0.047 0.007 0.756
C 4.0727 2.4640 3.1050 0.125 -0.090 -0.009 -0.183
C 2.7662 2.1588 2.7294 -0.398 -0.313 -0.082 -0.600
Br 1.4736 3.5294 2.5733 0.104 0.048 0.030 0.787
C 2.3330 0.8552 2.4591 0.095 0.338 0.097 -0.444
O 1.1139 0.5731 2.1625 0.002 -0.205 -0.156 -0.200
C 3.3509 -0.1646 2.5182 0.199 0.186 0.055 -0.159
N 2.9806 -1.4153 2.1276 -0.153 -0.098 -0.152 0.045
H 4.1244 -4.5201 1.8183 0.014 0.011 0.015 0.080
H 2.9933 -3.7089 0.7145 -0.007 -0.029 0.000 0.063
H 2.5002 -4.0668 2.3659 0.011 -0.036 0.005 0.080
H 5.8334 -3.0513 2.6910 -0.037 -0.032 0.000 0.115
H 6.5907 -0.7952 3.3046 0.003 0.024 -0.019 0.084
H 4.3364 3.4913 3.3152 0.028 -0.006 -0.004 0.098
C -5.7905 0.2252 -4.4304 0.029 -0.100 -0.040 -0.116
C -5.0258 -0.1355 -3.1631 0.202 -0.364 -0.149 -0.282
S -3.9646 -1.5353 -3.5618 0.083 0.166 0.489 0.647
O -4.7537 -2.5779 -4.1597 -0.162 -0.112 0.036 -0.296
O -2.8260 -1.0309 -4.2968 0.124 0.131 -0.019 -0.328
C -3.3139 -2.1574 -1.9905 -0.179 0.143 -0.532 -0.172
C -2.3357 -3.2776 -2.3629 -0.328 0.208 -0.154 -0.133
N -1.3265 -3.4446 -1.3356 -0.071 -0.461 0.018 0.065
C -0.1338 -2.8405 -1.3451 0.132 0.086 -0.113 -0.315
N 0.5686 -3.1302 -0.2480 -0.158 -0.064 0.168 0.003
C -0.1911 -4.0050 0.4767 -0.349 -0.281 -0.353 -0.035
C -1.3605 -4.2276 -0.1968 0.649 0.446 0.206 -0.133
N -2.4300 -5.0883 0.1442 -0.374 -0.390 0.039 -0.329
O -2.1815 -5.9950 0.9125 0.035 0.110 0.172 0.104
O -3.5242 -4.8882 -0.3657 0.102 0.121 0.016 0.082
C 0.3465 -2.0325 -2.4925 -0.118 -0.145 -0.167 0.021
H -6.4017 1.1110 -4.2696 0.028 0.019 0.044 0.080
H -6.4347 -0.6010 -4.7252 -0.033 0.037 -0.013 0.077
H -5.0936 0.4184 -5.2458 -0.043 0.080 -0.012 0.081
H -5.6850 -0.4452 -2.3523 0.021 0.018 0.039 0.107
H -4.3619 0.6641 -2.8368 0.019 -0.016 0.116 0.091
H -4.1319 -2.5339 -1.3804 -0.028 0.067 0.034 0.109
H -2.8137 -1.3201 -1.4991 0.027 -0.005 0.048 0.099
H -1.8271 -3.0163 -3.2894 0.059 -0.061 0.047 0.110
H -2.8820 -4.2016 -2.5119 0.091 -0.062 0.005 0.130
H 0.1209 -4.4232 1.4187 -0.019 0.043 -0.004 0.124
H 0.3081 -2.6098 -3.4177 0.030 -0.109 0.021 0.110
H 1.3734 -1.7311 -2.3115 -0.203 -0.200 -0.088 0.059
H -0.2719 -1.1448 -2.6344 0.067 -0.150 -0.070 0.074
```
Forces are in eV/Å.

The calculation puts the maximum force at 0.8 eV Å⁻¹. Its multiplicity is 3. The value obtained for the orbital gap (spin up / spin down) is 6.5911 / 6.4690 eV. For the energy above the lowest of the compared OMol25 structures with the same formula, charge and spin, the calculation gives 28.93 kcal/mol. The value obtained for the total energy is -232676.074 eV. The charge is 0.


(3)
Formula: C4H12NO2
Source: the Open Molecules 2025 dataset
Level of theory: ωB97M-V/def2-TZVPD

Structure (XYZ):
```
19
Properties=species:S:1:pos:R:3:forces:R:3:lowdin_charge:R:1
C -1.5635 0.4650 1.7308 0.267 -0.224 0.486 -0.182
N -1.0128 0.1555 0.4326 0.438 0.656 -0.225 -0.130
C -0.1259 -0.9955 0.4882 -0.050 -0.759 -0.380 -0.277
C 0.1987 -1.4919 -0.9230 -0.115 1.381 -0.753 -0.187
C 0.8629 -0.3424 -1.7146 0.095 -0.436 -0.351 -0.329
O 1.9603 0.2250 -1.0432 -0.250 -0.139 -0.654 -0.136
H -2.3104 -0.2955 1.9835 -0.122 0.175 0.193 0.061
H -0.8188 0.4905 2.5505 0.097 -0.270 -0.091 0.069
H -1.9923 1.4634 1.7759 -0.327 -0.002 -0.408 0.066
H -0.4234 0.9708 0.1680 -0.135 0.042 -0.120 0.050
H 0.8317 -0.7519 0.9521 0.026 -0.053 0.476 0.108
H -0.6589 -1.7863 1.0312 0.276 -0.041 0.194 0.101
H -0.7470 -1.6688 -1.4288 -0.249 -0.322 -0.141 0.092
H 0.8386 -2.3594 -1.0757 0.008 -0.272 0.814 0.094
H 0.1114 0.4139 -1.9450 -0.063 0.179 0.178 0.103
H 1.1828 -0.7357 -2.6938 0.038 -0.084 0.033 0.094
H 1.6524 1.1654 -0.8863 0.167 0.434 1.082 0.010
H 1.1673 2.6389 0.7414 0.111 -0.055 -0.055 -0.120
O 0.8468 2.4390 -0.1436 -0.212 -0.211 -0.277 -0.486
```
Forces are in eV/Å.

The calculation puts the maximum force at 1.6 eV Å⁻¹. The value obtained for the orbital gap is 7.7549 eV. For the energy above the lowest of the compared OMol25 structures with the same formula, charge and spin, the calculation gives 11.12 kcal/mol. The value obtained for the total energy is -9927.742 eV. The charge is -1.